Below is C23H25N7O11PV as an isolated structure in a non-equilibrium geometry, with properties calculated with the ωB97M-V functional and the def2-TZVPD basis.

Output
E (Eh): -3387.5475
LUMO level (alpha / beta) (Eh): -0.1808 / -0.1700
Relative energy (zero: lowest compared OMol25 entry of this formula, charge and spin) (eV): 0.222
Orbital gap (alpha / beta) (eV): 6.55 / 6.74
⟨S²⟩: 0.78

Geometry as ORCA input:
```
! RIJCOSX wB97M-V def2-TZVPD def2/J DEFGRID3
* xyz 1 2
V -0.20 -0.26 -0.61
O -3.85 1.17 1.18
C -2.54 1.16 1.01
O -1.95 0.17 0.63
C -1.95 2.49 1.44
O -0.57 2.61 1.26
C -0.10 3.40 0.19
C 0.26 2.62 -1.06
O 0.94 3.04 -1.93
O -0.33 1.41 -1.10
H -4.21 0.30 0.98
H -2.52 3.29 0.96
H -2.17 2.55 2.51
H -0.82 4.17 -0.09
H 0.81 3.90 0.53
O -0.07 -1.84 0.34
C 0.19 -2.89 0.97
C 0.37 -3.05 2.36
C 0.86 -4.31 2.78
C 1.20 -4.49 4.08
C 1.06 -3.46 5.02
C 0.57 -2.24 4.65
C 0.20 -2.00 3.31
O -0.34 -0.87 2.93
N 1.73 -5.79 4.52
O 1.86 -6.64 3.67
O 2.00 -5.91 5.69
H 0.30 -3.79 0.34
H 0.98 -5.11 2.07
H 1.34 -3.66 6.05
H 0.43 -1.45 5.38
N 5.49 -0.53 -2.08
C 4.44 -0.61 -2.56
N 3.26 -0.70 -3.12
C 2.21 -0.71 -2.42
N 1.20 -0.79 -1.83
C -1.57 -0.94 -2.03
C -2.09 -2.28 -1.67
C -3.25 -2.44 -0.92
C -3.68 -3.70 -0.51
C -2.93 -4.82 -0.86
C -1.79 -4.68 -1.65
C -1.38 -3.42 -2.04
C -3.35 -6.13 -0.42
N -3.68 -7.16 -0.05
H -2.34 -0.16 -2.04
H -1.03 -0.95 -2.97
H -3.84 -1.57 -0.66
H -4.58 -3.82 0.07
H -1.24 -5.56 -1.95
H -0.49 -3.31 -2.65
N 1.15 1.29 3.39
C 2.56 0.97 3.12
P 2.77 0.26 1.43
O 3.04 -1.22 1.51
O 1.66 0.81 0.57
C 4.39 0.96 0.86
N 5.35 -0.19 0.73
H 1.06 1.84 4.23
H -0.10 -0.08 3.53
H 0.75 1.82 2.62
H 2.91 0.22 3.83
H 3.21 1.85 3.21
H 4.80 1.70 1.53
H 4.28 1.41 -0.13
H 4.81 -1.03 1.03
H 6.18 -0.08 1.31
H 5.63 -0.30 -0.27
*
```

Atomic partial charges in e from the Löwdin method, atoms 1 to 6: 1.0660 0.1790 -0.4151 0.0428 -0.0798 -0.1381



Below is C23H25O4P2S4V as an isolated structure in a non-equilibrium geometry, with properties calculated with the ωB97M-V functional and the def2-TZVPD basis.

Output
E (Eh): -4412.0884
LUMO level (alpha / beta) (Eh): 0.0912 / 0.0413
Relative energy (zero: lowest compared OMol25 entry of this formula, charge and spin) (eV): 4.420
Orbital gap (alpha / beta) (eV): 7.65 / 6.67
⟨S²⟩: 3.77

Geometry as ORCA input:
```
! RIJCOSX wB97M-V def2-TZVPD def2/J DEFGRID3
* xyz -1 4
V -1.06 -0.79 -1.16
C -4.22 4.05 1.23
C -2.77 3.81 1.63
O -2.02 3.30 0.52
P -1.87 1.65 0.49
S -0.28 -1.87 0.60
S -0.90 1.51 -1.36
O -0.73 1.46 1.64
C 0.68 1.64 1.46
C 1.06 3.11 1.38
H -4.77 4.54 2.04
H -4.71 3.10 1.00
H -4.27 4.68 0.34
H -2.72 3.13 2.48
H -2.30 4.74 1.93
H 0.99 1.11 0.56
H 1.14 1.16 2.32
H 0.76 3.54 0.43
H 2.15 3.21 1.49
H 0.58 3.68 2.18
S 4.09 -1.83 -3.63
P 3.31 -1.55 -1.86
S 1.30 -1.33 -1.80
C 3.81 -2.85 -0.69
C 2.97 -3.33 0.31
C 3.44 -4.25 1.24
C 4.74 -4.71 1.17
C 5.58 -4.25 0.16
C 5.12 -3.33 -0.77
C 3.94 -0.04 -1.06
C 3.71 0.17 0.30
C 4.19 1.32 0.92
C 4.89 2.26 0.19
C 5.12 2.06 -1.16
C 4.65 0.91 -1.79
H 1.94 -2.98 0.36
H 2.77 -4.61 2.02
H 5.11 -5.43 1.89
H 6.60 -4.62 0.09
H 5.75 -2.98 -1.57
H 3.15 -0.56 0.87
H 4.01 1.47 1.98
H 5.27 3.16 0.68
H 5.67 2.80 -1.74
H 4.84 0.73 -2.84
O -3.76 -2.39 -3.20
C -3.78 -1.76 -2.19
O -2.67 -1.27 -1.57
C -5.04 -1.41 -1.45
C -6.26 -1.72 -2.04
C -7.44 -1.41 -1.38
C -7.40 -0.79 -0.13
C -6.18 -0.49 0.46
C -5.00 -0.79 -0.20
H -6.26 -2.20 -3.00
H -8.39 -1.65 -1.83
H -8.32 -0.54 0.38
H -6.15 -0.01 1.43
H -4.04 -0.55 0.24
*
```

Atomic partial charges in e from the Löwdin method, atoms 1 to 6: 0.0534 -0.0937 -0.3514 -0.4342 0.5262 0.1252



Below is C23H26AsCrN2OSSe4 as an isolated structure in a non-equilibrium geometry, with properties calculated with the ωB97M-V functional and the def2-TZVPD basis.

Output
E (Eh): -14360.9828
LUMO level (alpha / beta) (Eh): -0.0210 / 0.0004
Relative energy (zero: lowest compared OMol25 entry of this formula, charge and spin) (eV): 0.000
Orbital gap (alpha / beta) (eV): 6.53 / 7.12
⟨S²⟩: 0.79

Geometry as ORCA input:
```
! RIJCOSX wB97M-V def2-TZVPD def2/J DEFGRID3
* xyz 0 2
Cr -0.45 1.98 -1.47
S 1.83 2.48 -1.61
C 2.61 2.02 -0.07
C 3.97 2.34 0.10
C 4.61 2.06 1.30
C 3.93 1.49 2.36
C 2.59 1.18 2.21
C 1.95 1.43 1.00
As 0.09 1.09 0.69
C -0.80 1.75 2.26
C -1.40 3.01 2.19
C -2.02 3.53 3.32
C -2.06 2.80 4.50
C -1.48 1.54 4.56
C -0.85 1.01 3.43
C -0.10 -0.81 0.91
C -1.37 -1.36 0.73
C -1.56 -2.73 0.86
C -0.48 -3.55 1.17
C 0.78 -3.01 1.35
C 0.97 -1.64 1.21
H 4.50 2.81 -0.71
H 5.66 2.32 1.41
H 4.43 1.29 3.30
H 2.04 0.75 3.03
H -1.38 3.57 1.27
H -2.49 4.51 3.26
H -2.56 3.21 5.37
H -1.51 0.96 5.47
H -0.42 0.02 3.48
H -2.21 -0.72 0.50
H -2.55 -3.15 0.73
H -0.63 -4.62 1.28
H 1.62 -3.65 1.60
H 1.96 -1.21 1.37
Se -2.79 1.75 -0.88
Se -3.79 3.20 -2.43
Se -2.71 5.07 -1.61
Se -0.51 4.26 -1.82
C -2.58 -0.68 -3.52
N -1.51 -1.61 -3.11
C -1.93 -3.01 -3.16
C -0.35 -1.07 -2.63
O -0.31 0.17 -2.47
N 0.78 -1.78 -2.36
C 2.01 -1.02 -2.13
C 1.00 -3.23 -2.40
H -2.92 -0.97 -4.51
H -2.22 0.33 -3.53
H -3.42 -0.73 -2.82
H -2.92 -3.02 -3.61
H -2.03 -3.44 -2.16
H -1.29 -3.64 -3.77
H 1.86 0.03 -2.36
H 2.78 -1.42 -2.79
H 2.35 -1.11 -1.10
H 0.23 -3.78 -1.88
H 1.92 -3.41 -1.87
H 1.12 -3.60 -3.42
*
```

Atomic partial charges in e from the Löwdin method, atoms 1 to 6: -0.3579 0.5629 -0.6241 -0.1100 -0.0795 -0.0864